C20H50CaN2O4Si2 | ωB97M-V/def2-TZVPD

XYZ file:
```
79
Properties=species:S:1:pos:R:3:forces:R:3:mulliken_charge:R:1
O -1.03098 -1.31085 -1.00608 0.81 -0.73 -1.90 -0.133
O 0.95650 0.73831 -3.53882 1.24 0.78 0.02 0.030
C -0.11720 -2.39087 -1.46068 -0.66 1.02 0.49 -0.184
C -0.74005 -3.76608 -1.37234 -0.12 -0.32 0.11 -1.252
H 0.77244 -2.32211 -0.80124 -0.41 0.03 -0.22 0.212
H 0.21443 -2.11480 -2.46007 0.05 -0.22 0.01 0.275
H -0.97410 -4.07786 -0.34044 0.13 0.33 -0.34 0.291
H -0.02097 -4.47974 -1.78444 -0.05 -0.04 0.04 0.432
H -1.66306 -3.86066 -1.95503 0.18 0.19 0.05 0.261
C -2.00002 -0.75908 -1.95709 -0.47 -0.16 0.32 0.336
C -1.75713 -1.05959 -3.42490 0.33 -0.08 0.03 -1.461
H -2.01180 0.33576 -1.80219 0.18 -0.51 0.01 0.118
H -2.98803 -1.13445 -1.62807 0.44 0.10 -0.21 0.038
H -0.77682 -0.65930 -3.74622 -0.53 -0.28 0.08 0.192
H -2.53864 -0.52136 -3.98348 0.20 -0.33 0.08 0.439
H -1.82295 -2.14460 -3.63746 -0.03 0.60 -0.02 0.368
C 0.55190 2.09089 -3.30415 -0.56 0.00 -0.04 -0.266
C 2.21533 0.75846 -4.22715 -0.20 -0.42 -0.22 -0.228
C -0.60677 2.41485 -4.22885 -0.27 0.55 -0.30 -1.192
H 1.39401 2.79260 -3.48766 -0.46 -0.37 0.20 0.495
H 0.25695 2.18678 -2.24630 0.07 -0.04 -0.31 0.135
H -0.28585 2.42796 -5.28513 -0.15 -0.21 0.45 0.282
H -0.99328 3.41964 -4.02176 0.00 -0.12 0.08 0.437
H -1.43783 1.70468 -4.10696 0.33 0.18 -0.05 0.103
C 2.04454 0.99142 -5.72623 0.42 0.30 -0.45 -1.506
H 2.69983 -0.21205 -4.06225 -0.17 0.16 0.11 0.329
H 2.85439 1.55689 -3.80225 -0.11 -0.54 -0.10 0.268
H 1.18003 0.46994 -6.15878 0.21 0.06 0.32 0.305
H 2.94179 0.64352 -6.25510 -0.14 -0.01 0.11 0.410
H 1.96911 2.06128 -5.97140 -0.19 -0.27 0.13 0.344
H 3.05191 1.56718 -1.41819 -0.63 0.09 -0.84 -0.038
Ca -0.74332 -0.62684 1.03929 0.66 0.59 1.41 1.790
C 2.57709 0.89201 -0.71968 -0.83 -0.97 0.51 -0.235
Si 4.01470 0.88974 0.46101 -1.00 -0.19 -0.10 0.314
H 2.40210 -0.11543 -1.16736 0.01 0.83 0.11 0.098
H 1.62067 1.30394 -0.31681 0.71 -0.07 -0.43 0.092
C 5.17612 -0.35614 -0.30883 0.28 0.09 0.08 -1.077
C 3.55601 0.38330 2.19220 0.35 0.14 0.45 -0.706
C 4.53900 2.68651 0.35610 0.63 0.18 0.22 -1.151
C -2.68374 -1.68106 1.68004 -0.60 -0.15 0.45 -1.242
Si -3.85645 -0.25400 1.39598 0.64 -1.58 0.65 0.820
H -2.55379 -1.96259 2.75626 -0.23 0.30 -0.73 0.279
H -2.91383 -2.59244 1.10783 -0.13 0.21 0.06 0.349
C -5.19714 -0.74476 0.18428 -0.47 -0.09 -0.30 -1.338
C -3.05237 1.27607 0.63221 0.14 0.73 -0.35 -0.830
C -4.56221 0.26101 3.04361 -0.27 0.29 0.30 -1.134
H 4.07241 3.23161 -0.47751 0.10 -0.28 0.22 0.333
H 5.62536 2.73515 0.21154 -0.10 0.26 0.13 0.366
H 4.28218 3.22005 1.27982 0.15 -0.06 -0.16 0.316
H 4.91329 -1.37857 -0.01762 0.00 0.14 0.07 0.281
H 6.19067 -0.15448 0.02576 0.27 -0.18 -0.02 0.349
H 5.16379 -0.31989 -1.40064 0.01 0.12 0.03 0.328
H 2.78201 -0.38920 2.27371 0.16 0.08 -0.14 -0.010
H 3.21602 1.25328 2.77313 0.05 -0.24 -0.11 0.307
H 4.46983 -0.00166 2.66722 -0.25 0.03 0.16 0.377
H -3.64672 1.55971 -0.24744 0.17 -0.01 0.05 0.460
H -2.00146 1.22806 0.28046 -0.42 0.23 0.09 -0.063
H -3.08581 2.11957 1.33652 0.18 -0.28 -0.20 0.412
H -5.53948 0.74598 2.92771 0.13 0.04 0.12 0.371
H -3.89042 0.95245 3.57658 -0.16 -0.20 -0.16 0.224
H -4.69618 -0.63754 3.65716 -0.02 0.18 -0.07 0.295
H -6.15634 -0.29349 0.46491 0.06 -0.02 -0.12 0.333
H -5.33034 -1.83183 0.18529 -0.02 0.14 0.02 0.347
H -4.97880 -0.43365 -0.84603 -0.06 -0.03 0.17 0.324
C 0.58976 -1.52718 5.48419 0.40 -0.31 0.28 -1.515
C 0.14057 -0.90447 4.20474 0.00 -0.56 -2.30 -0.093
N 0.40294 -1.45635 3.00554 0.41 0.24 2.06 0.254
O 1.25838 -2.59806 3.16800 -0.01 -0.35 -0.59 -0.524
C -0.57130 0.34621 4.20758 -0.30 0.32 -2.22 0.154
C -1.00585 1.09642 5.41209 0.12 -0.06 0.14 -1.311
N -0.78075 0.86725 2.95320 0.74 0.28 2.08 0.251
O -1.13650 2.08587 2.87939 -0.33 -0.50 -0.03 -0.711
H 1.25999 -2.37209 5.28401 -0.31 0.32 0.19 0.431
H -0.27665 -1.88862 6.05987 0.22 0.18 -0.18 0.275
H 1.12834 -0.79125 6.10129 -0.25 -0.21 -0.19 0.352
H 1.30310 -3.02302 2.29199 -0.23 0.42 0.56 0.276
H -0.72801 2.14744 5.30228 -0.18 -0.04 0.08 0.293
H -2.09648 1.01505 5.53176 0.20 0.23 0.00 0.234
H -0.53806 0.69118 6.30806 -0.05 0.07 0.07 0.411
```
Forces are in eV/Å.

The value obtained for the molar mass is 478.9 g/mol. As for the maximum force: 2.36 eV/A. The value obtained for the energy relative to the best compared isomer or geometry (same formula, charge and spin) is 0.000 eV. For the total energy, the calculation gives -2458.99364 a.u. The value obtained for the HOMO energy is -6.56 eV. Its LUMO energy is 0.0036 Eh.